# 1
Molecular formula: C19H22ClIrN2O7Se2
Method: DFT, ωB97M-V/def2-TZVPD

Last column: Löwdin spin population.
Positions of all 54 atoms, in Å:
1 Ir 11.88187 11.34195 6.51768  1.3770
2 C 10.74722 6.65444 6.31775  0.0083
3 O 9.45090 7.03152 6.63789  0.0777
4 C 8.97430 8.20674 6.08041  0.1982
5 C 7.68526 8.06857 5.52538  0.0723
6 C 6.80492 9.16432 5.43082  0.1711
7 C 7.32794 10.44771 5.60999  0.1450
8 C 8.66811 10.65527 5.84160  0.0713
9 C 9.06428 12.04802 5.91562  0.3066
10 N 10.29952 12.50113 6.07686  0.0627
11 N 10.58457 13.77717 5.99400  -0.0461
12 C 11.90583 13.99705 5.94276  0.1547
13 O 12.83285 13.06405 5.79779  0.1548
14 C 12.30390 15.41633 5.97476  0.0802
15 C 11.36941 16.41390 6.38267  0.2522
16 C 11.77288 17.72568 6.49491  0.2755
17 C 13.09737 18.05555 6.17173  0.1068
18 C 13.98221 17.11822 5.69642  0.2354
19 C 13.59548 15.76821 5.59634  0.3210
20 C 9.53860 9.49900 6.18234  0.1650
21 O 10.67140 9.61737 6.81228  0.3073
22 H 10.78710 6.08562 5.38072  0.0025
23 H 11.09584 5.97545 7.15517  -0.0003
24 H 11.42534 7.49705 6.17992  0.0006
25 H 7.37227 7.03538 5.36523  0.0011
26 H 5.77237 8.98833 5.23837  0.0067
27 H 6.59782 11.28118 5.49194  0.0028
28 H 8.38030 12.81227 5.52954  0.0131
29 H 10.41290 15.94395 6.48177  0.0064
30 H 11.05897 18.47087 6.85356  0.0087
31 H 13.39919 19.09251 6.22148  0.0014
32 H 15.02432 17.37750 5.43434  0.0062
33 H 14.25522 15.04983 5.22258  0.0166
34 C 12.52007 13.57199 9.74717  0.0578
35 Se 11.47674 12.15759 8.74103  0.1604
36 C 12.45360 10.51678 9.32912  0.0249
37 C 13.95617 10.42801 8.97682  0.0154
38 Se 14.29753 10.56600 7.01887  0.0091
39 C 15.48851 12.19522 6.69197  -0.0008
40 H 13.44605 13.73956 9.14670  0.0017
41 H 12.70222 13.12604 10.71746  0.0085
42 H 11.82602 14.42893 9.70832  0.0010
43 H 11.88195 9.63926 8.98251  0.0003
44 H 12.31252 10.46323 10.43624  0.0022
45 H 14.38094 9.46121 9.32079  0.0003
46 H 14.59775 11.24678 9.37508  0.0011
47 H 16.37845 11.73172 6.33324  -0.0001
48 H 15.58350 12.59467 7.72520  0.0000
49 H 14.92977 12.81730 5.98508  0.0007
50 O 11.38568 8.83906 3.50930  0.0072
51 Cl 12.52023 9.69702 3.87618  0.0154
52 O 13.26536 10.21243 2.78714  0.0195
53 O 11.85867 10.95404 4.53477  0.1105
54 O 13.28684 9.05952 4.89729  0.0020

⟨S²⟩   8.858
Highest occupied orbital energy (alpha / beta)   -0.3019 / -0.4046 Ha
LUMO level (alpha / beta)   -3.1325 / -7.5585 eV
Total charge   +1
2S+1   6
Kohn-Sham gap (alpha / beta)   5.08 / 3.45 eV

***

# 2
Molecular formula: C25H85ClO20P
Method: DFT, ωB97M-V/def2-TZVPD

Last column: Mulliken charge in e.
Positions of all 132 atoms, in Å:
1 C 0.32760 -5.02502 -0.84745  -0.7170
2 C 1.24264 -3.77318 -1.34620  -0.0357
3 C 1.44610 -2.77836 -0.09529  -0.4669
4 C 0.89045 -1.31913 -0.52633  -0.9598
5 O -0.58420 -1.40779 -0.54288  0.2915
6 P -1.27971 0.08582 -0.87795  0.3557
7 Cl -1.11039 0.58843 -2.93277  -0.1960
8 C -3.01866 0.31020 -0.21048  -0.2291
9 C -4.17016 -0.42059 -1.04868  -0.4888
10 C -3.86009 -1.94019 -1.43661  -0.2901
11 C -3.72192 -2.91026 -0.17976  0.3035
12 O -2.63100 -3.46277 0.09437  -0.4385
13 O -4.82926 -3.23054 0.68094  -0.4792
14 H -0.42373 -5.33041 -1.65663  0.0986
15 H 1.04581 -5.89290 -0.62659  0.3193
16 H -0.26417 -4.77047 0.10449  0.1073
17 H 0.70892 -3.17752 -2.16524  -0.0260
18 H 2.22752 -4.12581 -1.79702  0.4946
19 H 2.56683 -2.75514 0.13926  0.3696
20 H 0.92214 -3.14055 0.85881  0.1267
21 H 1.31441 -1.06426 -1.55696  0.4155
22 H 1.27951 -0.58508 0.25415  0.4890
23 H -0.45424 1.06648 -0.20252  0.2382
24 H -3.24025 1.44210 -0.27739  0.3601
25 H -3.05371 0.07620 0.91859  0.2837
26 H -5.10540 -0.43068 -0.37280  -0.0376
27 H -4.48193 0.18783 -1.97032  0.3715
28 H -2.94224 -2.04057 -2.11439  0.0829
29 H -4.76471 -2.30720 -2.05248  0.4823
30 H -4.92631 -4.20565 0.56633  0.3501
31 C -3.88538 3.49315 2.44780  -0.5222
32 O -3.31968 2.19890 2.24939  -0.4644
33 H -3.12727 4.24694 2.23343  0.1287
34 H -4.73358 3.63046 1.77175  0.2738
35 H -4.21245 3.59473 3.48338  0.3616
36 H -4.01169 1.55348 2.44663  0.2242
37 C -1.17200 -5.07586 -4.97930  -0.5792
38 O -0.05598 -5.88198 -4.63522  -0.4406
39 H -1.17887 -4.19315 -4.33828  0.1181
40 H -1.09396 -4.76325 -6.02376  0.3278
41 H -2.09536 -5.64041 -4.82722  0.3123
42 H -0.07207 -6.65563 -5.21568  0.2240
43 C -0.65480 -3.83298 3.77378  -0.4683
44 O -0.18651 -3.07864 2.66322  -0.4764
45 H 0.11047 -3.82927 4.54990  0.0303
46 H -1.56926 -3.38072 4.16529  0.2816
47 H -0.84935 -4.86202 3.46262  0.3061
48 H -0.88270 -3.09836 1.99198  0.2232
49 C -4.53259 5.70524 6.35788  -0.5827
50 O -4.14013 5.25032 5.06966  -0.4058
51 H -4.30258 4.93021 7.08924  0.2327
52 H -3.98333 6.61534 6.61044  0.2005
53 H -5.60703 5.90387 6.36774  0.2867
54 H -4.35397 5.95334 4.44307  0.2466
55 C 1.43426 -4.06687 7.79541  -0.4559
56 O 2.05006 -4.95146 6.87156  -0.4920
57 H 1.23242 -4.60592 8.72085  0.2242
58 H 2.10503 -3.22944 8.00374  0.2382
59 H 0.49262 -3.69807 7.37986  0.2017
60 H 2.21649 -4.44843 6.06528  0.2876
61 C 2.39980 -3.42813 -5.27419  -0.6868
62 O 1.93170 -3.85579 -4.00345  -0.3657
63 H 2.86223 -2.44632 -5.16812  0.2284
64 H 3.14076 -4.13790 -5.65010  0.2734
65 H 1.56038 -3.35896 -5.97173  0.2478
66 H 1.52699 -4.72829 -4.12717  0.2438
67 C 6.00630 -2.56073 -4.70569  -0.4516
68 O 6.34844 -2.58596 -6.08137  -0.4789
69 H 5.58365 -1.58452 -4.46487  0.2106
70 H 5.26549 -3.33770 -4.49797  0.1199
71 H 6.90182 -2.72688 -4.10104  0.3076
72 H 6.71925 -3.45904 -6.26750  0.2888
73 C -2.54904 8.28475 3.46997  -0.6239
74 O -3.05141 8.98191 4.59877  -0.6073
75 H -3.37314 7.76130 2.98202  0.2163
76 H -2.10527 8.99486 2.76808  0.3981
77 H -1.79886 7.55826 3.79248  0.2808
78 H -2.30239 9.43428 5.00931  0.3022
79 C 1.04639 8.95044 3.59476  -0.2457
80 O 0.53683 9.64806 4.72505  -0.4413
81 H 0.22529 8.42680 3.10600  -0.0580
82 H 1.49089 9.66123 2.89315  0.2947
83 H 1.79720 8.22499 3.91747  0.1994
84 H 1.28108 10.10172 5.13872  0.2522
85 C -0.94604 -9.89661 -5.90228  -0.5144
86 O -0.26788 -8.68350 -6.20311  -0.4501
87 H -1.27484 -9.86708 -4.86363  0.2181
88 H -1.81652 -10.00398 -6.55386  0.2552
89 H -0.26876 -10.74202 -6.04270  0.2397
90 H 0.01245 -8.73428 -7.12523  0.2676
91 C -6.54281 0.00641 2.31183  -0.5475
92 O -5.42716 -0.79452 2.67837  -0.4629
93 H -6.54525 0.90782 2.92534  0.2546
94 H -6.46665 0.28769 1.25710  0.1780
95 H -7.46789 -0.54849 2.48319  0.3212
96 H -5.44695 -1.58518 2.12263  0.2811
97 C 8.15174 -5.77981 -8.37115  -0.5040
98 O 7.67708 -5.45351 -7.07015  -0.4999
99 H 7.87938 -4.97669 -9.05652  0.2953
100 H 9.23799 -5.88478 -8.35017  0.2170
101 H 7.69349 -6.71236 -8.70613  0.2071
102 H 7.93013 -6.17737 -6.48480  0.2700
103 C 10.25675 -8.70596 -10.30562  -0.5296
104 O 9.78463 -8.38433 -9.00436  -0.4537
105 H 9.98261 -7.90096 -10.98761  0.2162
106 H 11.34442 -8.81002 -10.28855  0.2596
107 H 9.79850 -9.63826 -10.64475  0.2576
108 H 10.03927 -9.11011 -8.42153  0.2691
109 C -6.61344 4.65859 -0.94497  -0.4900
110 O -5.62495 5.38048 -0.22423  -0.4364
111 H -7.55018 4.69546 -0.38923  0.2266
112 H -6.75890 5.11260 -1.92819  0.3010
113 H -6.30118 3.61629 -1.05807  0.1321
114 H -4.80837 5.33276 -0.73609  0.2637
115 C 3.80512 7.51655 6.33724  -0.4313
116 O 4.14368 7.49825 4.95547  -0.5348
117 H 3.37136 8.48501 6.58109  0.0666
118 H 3.07521 6.73176 6.54712  0.2366
119 H 4.70469 7.36163 6.93870  0.3518
120 H 4.52421 6.63223 4.76631  0.2931
121 C -1.51919 6.49001 0.10238  -0.4457
122 O -0.53222 7.21205 0.82157  -0.4308
123 H -2.45650 6.52696 0.65865  0.0233
124 H -1.66500 6.94347 -0.88162  0.3526
125 H -1.20612 5.44776 -0.00981  0.2616
126 H 0.28520 7.16489 0.31048  0.2659
127 C 0.60885 9.54662 8.05177  -0.4130
128 O 1.17979 8.26115 7.85441  -0.4226
129 H 1.36484 10.30396 7.84144  0.2030
130 H -0.23668 9.68080 7.37275  0.1005
131 H 0.27573 9.64582 9.08787  0.2999
132 H 0.49258 7.61164 8.04637  0.2582

Highest occupied orbital energy   -0.4109 Ha
LUMO level   -3.8458 eV
Total charge   +1
Kohn-Sham gap   7.33 eV

***

Number 1: largest force on an atom 0.07363 hartree/bohr. Number 2: largest force on an atom 0.08609 hartree/bohr.